(1)
Entry from the OMol25 dataset: a cluster of 10 separate species, C44H68N4O6 in total in a non-equilibrium geometry (ωB97M-V/def2-TZVPD).

```
122
Properties=species:S:1:pos:R:3:forces:R:3:lowdin_charge:R:1
C -15.72836 19.01771 30.97736 0.655 -0.148 1.496 -0.08
C -15.33137 19.41526 32.25933 -0.011 -0.377 0.118 -0.07
C -15.08421 18.41812 33.22298 -0.590 -0.921 -0.824 -0.15
N -15.24926 17.09752 33.00288 -0.869 -0.075 -1.011 0.05
C -15.70352 16.71315 31.77413 1.626 1.505 0.589 -0.13
C -15.83286 17.65793 30.77077 -0.582 0.085 -1.075 -0.10
H -15.91142 19.67398 30.13938 0.115 0.309 0.198 0.10
H -15.17751 20.45033 32.52644 -0.064 0.090 -0.016 0.09
H -14.78475 18.61120 34.24252 0.188 0.514 -0.035 0.10
H -15.76780 15.67061 31.49958 -0.134 -0.202 0.522 0.10
H -16.00650 17.42461 29.73067 -0.327 -0.784 0.032 0.10
C -14.64271 19.53590 12.77208 0.239 -0.098 0.208 -0.08
C -14.84225 19.42787 11.38986 0.618 0.001 1.487 -0.07
C -14.93228 20.60971 10.69731 0.011 1.412 -0.305 -0.16
N -14.83353 21.84684 11.24203 0.280 -1.056 1.260 0.05
C -14.60479 21.89169 12.58272 -0.883 0.034 -1.103 -0.15
C -14.53290 20.77115 13.39672 -0.023 -0.102 -0.871 -0.08
H -14.50948 18.67054 13.40439 -0.144 -0.328 -0.177 0.10
H -14.79345 18.44830 10.93767 -0.333 0.104 -0.274 0.10
H -15.08589 20.63076 9.62849 -0.023 -0.171 -0.172 0.10
H -14.59932 22.87731 13.02421 0.259 0.199 -0.064 0.10
H -14.37524 20.85882 14.46155 0.000 0.003 0.013 0.10
C -7.39500 24.83986 26.02128 0.605 -0.462 0.619 -0.08
C -6.70730 24.23356 27.07771 -0.628 -0.340 0.110 -0.09
C -5.44832 23.71747 26.87738 1.073 1.529 -2.386 -0.15
N -4.78896 23.93078 25.69518 -0.779 0.005 -0.584 0.05
C -5.43043 24.57993 24.66501 0.165 -1.289 2.363 -0.13
C -6.72526 25.03104 24.82636 -0.665 0.210 -0.150 -0.10
H -8.44313 25.07900 26.12452 0.024 0.332 0.056 0.10
H -7.14039 24.08108 28.05526 -0.383 0.058 -0.020 0.10
H -4.88084 23.22049 27.65029 -0.022 -0.103 0.029 0.10
H -4.97342 24.63838 23.68820 0.531 0.082 0.185 0.10
H -7.25305 25.51869 24.02011 0.075 -0.030 -0.228 0.10
C -6.34390 16.15050 21.42234 -2.285 -1.888 0.607 -0.11
C -6.11727 15.83487 20.10725 0.293 0.634 -0.488 -0.07
C -5.31995 16.72811 19.40923 0.984 1.437 0.570 -0.14
N -4.77562 17.83507 19.97770 -0.881 -0.223 1.395 0.06
C -5.08777 18.06146 21.29586 1.416 0.201 -1.793 -0.15
C -5.85012 17.23834 22.04887 0.448 0.695 0.419 -0.10
H -7.08784 15.58076 21.95930 0.115 -0.527 0.152 0.11
H -6.59783 14.99339 19.63041 0.095 -0.051 0.016 0.10
H -5.04292 16.64973 18.36832 -0.205 -0.415 -0.159 0.10
H -4.68412 18.88389 21.86779 0.480 0.617 -0.826 0.10
H -5.97440 17.53667 23.07938 -0.469 -0.469 0.105 0.11
C -16.66038 11.66539 18.55031 -1.562 0.829 -0.280 -0.17
C -15.49041 12.05910 19.42278 0.147 0.171 0.685 -0.17
C -15.13311 13.51982 19.09406 -1.382 -1.231 -0.931 -0.18
O -15.45974 13.48781 17.69519 0.234 1.115 -0.958 -0.17
C -16.69708 12.78083 17.48233 1.330 -0.929 0.019 -0.19
H -17.61896 11.72681 19.06553 0.048 -0.281 0.345 0.10
H -16.61286 10.68235 18.08182 0.316 0.014 0.239 0.11
H -14.65385 11.48166 19.02928 0.288 -0.056 0.693 0.11
H -15.67530 11.93142 20.48937 0.240 -0.452 -0.029 0.11
H -14.08614 13.66890 19.35813 0.099 0.306 -0.832 0.12
H -15.71828 14.34399 19.50202 -0.219 -0.299 0.727 0.11
H -16.65180 12.34973 16.48223 0.214 0.179 -0.093 0.11
H -17.62514 13.35213 17.50291 0.245 0.640 0.418 0.11
C -9.07172 17.20192 31.12735 -0.922 0.113 -0.948 -0.19
C -7.79899 17.47789 30.35455 -1.490 0.724 -1.841 -0.20
C -6.84588 16.79928 31.19236 1.797 -0.546 1.443 -0.24
O -7.24419 17.16832 32.52712 -0.394 -0.085 0.499 -0.12
C -8.68141 17.43764 32.53275 0.686 -0.265 0.574 -0.20
H -9.28102 16.13605 31.03662 -0.231 -0.053 -0.293 0.12
H -9.95483 17.76842 30.83193 0.044 -0.022 -0.144 0.12
H -7.52894 18.53291 30.30870 -0.298 0.163 -0.017 0.12
H -7.87120 17.09117 29.33802 0.150 0.020 -0.071 0.12
H -5.82212 17.12531 31.00873 0.091 0.222 0.368 0.12
H -6.80751 15.71857 31.05566 -0.406 -0.286 0.142 0.12
H -8.91616 18.43657 32.90037 0.497 0.243 -0.098 0.12
H -9.25077 16.75737 33.16612 0.466 -0.229 0.386 0.11
C -7.76530 24.25155 16.05984 -0.184 -0.187 -0.274 -0.18
C -8.04731 25.73912 16.02357 -0.526 0.352 -0.001 -0.19
C -7.12152 26.31157 17.10289 -0.738 -0.810 -1.708 -0.21
O -6.92054 25.23214 17.98650 0.669 -0.321 1.340 -0.14
C -7.52450 24.00208 17.53868 -0.448 1.286 -0.727 -0.18
H -6.90510 24.03668 15.42583 -0.042 -0.374 0.065 0.11
H -8.66862 23.72103 15.75871 0.328 -0.312 -0.424 0.11
H -9.09618 25.88487 16.28189 -0.081 0.200 0.096 0.11
H -7.88727 26.20071 15.04918 0.024 -0.072 -0.009 0.11
H -7.58295 27.20187 17.53013 0.282 -0.149 0.573 0.12
H -6.21157 26.56950 16.56106 0.473 0.205 0.542 0.11
H -8.51674 23.92126 17.98256 -0.034 -0.182 0.452 0.11
H -6.94073 23.11485 17.78385 0.277 0.362 0.081 0.12
C -19.29955 17.67749 23.08427 0.188 2.261 0.940 -0.19
C -20.22746 16.57839 22.73802 0.373 -1.565 -0.850 -0.19
C -19.79418 15.48378 23.77106 -0.201 1.429 -0.479 -0.16
O -19.13627 16.21506 24.84613 -0.260 -0.573 0.244 -0.15
C -19.30422 17.61305 24.62039 -0.648 -0.319 -0.470 -0.21
H -19.62376 18.66715 22.76247 -0.156 0.027 -0.207 0.11
H -18.28823 17.55514 22.69648 0.024 -0.303 0.091 0.12
H -20.06573 16.20008 21.72865 0.203 -0.060 -0.104 0.11
H -21.28256 16.85086 22.71274 0.012 0.073 0.740 0.11
H -19.04326 14.82357 23.33707 -0.114 -0.101 0.061 0.11
H -20.69286 14.92783 24.03822 0.269 -0.136 0.740 0.11
H -18.65343 18.27789 25.18835 1.017 -0.672 -0.299 0.12
H -20.25342 17.92795 25.05393 -0.699 -0.059 -0.410 0.11
C -12.66120 9.22139 27.14974 0.736 -0.305 0.791 -0.17
C -12.59906 10.32995 26.11528 -0.439 1.420 0.130 -0.15
C -13.52642 11.44538 26.75452 -0.476 -1.059 1.909 -0.14
O -14.07561 10.85059 27.97016 -0.683 -0.676 -0.313 -0.20
C -13.11522 9.92388 28.46049 -0.440 0.109 -1.479 -0.20
H -11.71195 8.69043 27.22112 0.183 0.139 0.236 0.10
H -13.36485 8.44305 26.85452 -0.348 0.247 0.107 0.11
H -12.79134 9.93901 25.11614 -0.593 0.354 0.031 0.10
H -11.64213 10.84561 26.03466 0.357 -0.499 0.169 0.10
H -14.42772 11.85146 26.29532 0.500 -0.042 -0.673 0.12
H -12.94281 12.21752 27.25581 0.513 0.595 -1.162 0.11
H -13.60495 9.24960 29.16305 0.127 0.145 0.054 0.12
H -12.34633 10.53468 28.93363 0.561 -0.425 0.198 0.11
C -11.29213 20.56008 23.39567 0.047 1.001 0.144 -0.17
C -11.80338 19.83034 24.68474 0.017 1.538 -0.974 -0.16
C -11.86461 18.37952 24.24991 0.202 0.817 -0.207 -0.20
O -11.53793 18.39180 22.85058 0.049 -1.386 -0.759 -0.15
C -11.77397 19.66773 22.25557 -0.553 0.308 1.871 -0.20
H -10.21258 20.70415 23.43926 0.157 -0.535 -0.216 0.11
H -11.65474 21.58482 23.31498 -0.372 0.022 0.090 0.10
H -12.80277 20.20260 24.91001 0.011 0.036 0.154 0.10
H -11.14492 20.08283 25.51585 -0.084 -0.354 0.060 0.10
H -12.86938 17.99946 24.43451 -0.017 -0.319 -0.245 0.11
H -11.14391 17.81051 24.83722 0.074 -0.412 -0.556 0.12
H -12.83870 19.85667 22.11862 -0.544 -0.204 0.268 0.11
H -11.42285 19.81103 21.23366 1.023 -0.518 0.373 0.12
```
Positions in Å, forces in eV/Å.

Summary:
LUMO level, eV: 0.11
E_HOMO, eV: -9.6
DFT total energy, Eh: -2387.5597
Orbital gap, eV: 9.676
Net charge: 0
SMILES: c1ccncc1.c1ccncc1.c1ccncc1.c1ccncc1.C1CCOC1.C1CCOC1.C1CCOC1.C1CCOC1.C1CCOC1.C1CCOC1

---

(2)
Entry from the OMol25 dataset: a cluster of 9 separate species, C44H70ClN4O25 in total in a non-equilibrium geometry (ωB97M-V/def2-TZVPD).

```
144
Properties=species:S:1:pos:R:3:forces:R:3:lowdin_charge:R:1
C -0.64698 -2.26569 -0.33491 -0.551 0.369 0.505 -0.04
C -2.00649 -3.02636 -0.06003 1.704 -0.825 0.895 -0.20
O -2.65589 -3.52968 -1.24499 -0.624 1.570 0.189 -0.09
C -3.60250 -2.63086 -1.74920 -0.176 -1.850 -1.100 -0.13
N -2.96258 -1.33679 -2.16288 0.222 1.739 0.151 -0.01
N -2.12160 -1.48242 -3.17287 0.072 0.478 -0.265 0.15
C -1.51640 -0.40280 -3.58643 1.642 1.460 -1.272 -0.04
C -1.56553 0.97213 -3.10242 -2.851 -0.276 2.535 -0.04
C -0.74615 2.14388 -3.68514 0.047 -1.483 -0.969 -0.19
N 0.69374 1.88418 -3.40982 -1.074 -0.319 0.516 0.05
C -2.50749 1.12399 -1.97333 1.639 -1.312 -3.016 -0.02
C -2.73559 2.48987 -1.28959 0.377 0.246 0.581 -0.18
N -2.18943 2.47141 0.11293 -0.576 -0.608 -1.107 0.05
C -3.15438 -0.12274 -1.61804 -1.603 1.793 2.318 -0.07
C -4.19924 -0.01925 -0.45342 -0.069 -1.806 -0.119 -0.12
C -5.67487 -0.14472 -0.96122 -0.811 0.805 -0.648 -0.66
C -6.20260 1.11475 -1.73882 -0.075 -0.427 -0.144 -0.11
Cl -6.83004 -0.45453 0.42750 0.876 0.160 -0.600 0.66
H -0.42506 -2.11637 -1.41120 -0.219 -0.112 0.661 0.06
H 0.21986 -2.80128 0.10595 -0.788 0.366 -0.332 0.07
H -0.71737 -1.27971 0.18383 0.261 -0.471 -0.537 0.07
H -1.73266 -3.92527 0.54104 -0.570 0.704 -0.598 0.11
H -2.67762 -2.42750 0.59576 0.157 -0.397 -0.676 0.10
H -3.94447 -3.08354 -2.71344 0.262 0.474 0.715 0.16
H -4.50719 -2.51180 -1.12396 0.862 0.397 0.046 0.13
H -0.83977 -0.56239 -4.45668 -0.600 -0.142 0.674 0.14
H -1.10052 3.13089 -3.33774 0.402 -0.698 -0.145 0.10
H -0.86418 2.09756 -4.79731 -0.035 0.244 0.822 0.14
H 0.77765 1.79204 -2.39179 0.365 0.236 -0.281 0.08
H 0.85572 0.93069 -3.75217 0.429 0.452 0.001 0.07
H -2.16509 3.30046 -1.80294 -0.613 -0.959 0.027 0.08
H -3.79756 2.82561 -1.30826 0.725 -0.503 -0.010 0.12
H -1.72993 1.56359 0.19970 0.014 0.446 0.639 0.07
H -2.95299 2.52625 0.78457 0.408 0.005 0.083 0.07
H -4.02114 -0.91954 0.18954 -0.144 0.848 -0.316 0.10
H -4.02957 0.85449 0.20079 -0.220 -0.389 -0.711 0.11
H -5.82497 -1.01223 -1.64550 0.330 0.508 0.738 0.09
H -5.63871 2.01990 -1.43673 -0.447 -0.502 -0.365 0.06
H -7.28759 1.29684 -1.55436 0.918 -0.247 0.022 0.08
H -6.12662 0.90388 -2.83499 0.252 0.485 0.805 0.09
C 0.61613 5.35788 -0.23711 -0.325 0.256 0.171 0.01
C -0.17234 5.67713 -1.48433 0.782 -0.159 0.595 -0.33
C 0.66773 6.12838 -2.64659 0.182 -0.277 -0.425 -0.10
O -0.25917 6.92717 -3.39206 -0.367 0.106 0.376 0.07
C -1.15891 7.41875 -2.49936 -0.119 0.308 -0.182 -0.55
O -1.95549 8.26677 -2.74090 0.047 -0.147 0.081 0.17
O -1.02630 6.80807 -1.28486 -0.144 0.043 -0.467 0.08
H -0.05254 5.07342 0.56793 0.060 -0.199 -0.176 0.05
H 1.31542 4.53943 -0.41436 -0.065 0.004 -0.051 0.09
H 1.17300 6.23043 0.11025 0.070 -0.014 -0.193 0.11
H -0.80466 4.82224 -1.75591 0.013 0.062 -0.075 0.12
H 1.03311 5.29572 -3.24508 -0.021 0.164 -0.130 0.13
H 1.51218 6.75619 -2.35638 -0.034 -0.118 0.134 0.14
C 2.40482 -6.42000 -3.77444 0.197 0.262 -0.387 -0.01
C 2.63420 -5.51512 -2.58795 -0.082 -0.981 -0.549 -0.33
C 1.43051 -5.35103 -1.70513 -0.173 -0.312 0.322 -0.08
O 1.66752 -4.06541 -1.11838 0.401 0.166 -0.387 0.03
C 2.41641 -3.36220 -2.00579 0.065 0.127 -0.056 -0.55
O 2.63355 -2.19039 -1.91753 -0.073 -0.145 -0.046 0.14
O 2.87937 -4.16071 -3.00272 -0.211 0.519 0.628 0.08
H 3.30207 -6.46797 -4.39335 0.007 -0.114 0.106 0.09
H 2.14990 -7.43013 -3.45226 0.057 0.052 0.061 0.10
H 1.60405 -6.03728 -4.41113 -0.069 -0.004 0.146 0.09
H 3.50572 -5.85580 -2.02106 -0.051 0.063 0.041 0.15
H 1.36325 -6.12214 -0.93941 0.023 0.200 0.114 0.15
H 0.48665 -5.31172 -2.25647 0.094 -0.016 -0.098 0.14
C -6.26252 -1.93834 3.28535 0.067 -0.008 -0.302 -0.05
C -5.41683 -3.15003 3.59294 -0.760 0.583 0.086 -0.32
C -4.51289 -2.97222 4.77732 -0.026 -0.020 0.439 -0.09
O -3.44958 -3.88559 4.48603 0.012 -0.054 -0.553 0.08
C -3.38860 -3.99485 3.13489 0.187 -0.122 0.112 -0.54
O -2.50307 -4.52361 2.53997 -0.155 0.039 0.159 0.15
O -4.47235 -3.41163 2.54541 0.459 -0.277 0.188 0.07
H -6.86652 -2.11494 2.39754 -0.073 -0.095 0.168 0.03
H -6.92777 -1.70438 4.11863 0.046 -0.089 0.018 0.10
H -5.63963 -1.06654 3.07339 0.056 -0.047 0.145 0.07
H -6.05246 -4.03478 3.69963 0.109 -0.033 0.029 0.16
H -4.99906 -3.23094 5.71792 0.160 -0.179 -0.026 0.15
H -4.09456 -1.96727 4.85489 -0.139 -0.154 -0.168 0.12
C -5.11356 1.67874 8.63521 -0.057 0.432 -0.127 -0.02
C -5.03352 0.89782 7.34525 -0.151 0.271 0.912 -0.34
C -3.91794 -0.10972 7.30616 0.033 -0.450 0.199 -0.09
O -3.65841 -0.21305 5.90130 -0.059 0.620 -0.040 0.02
C -4.01489 0.98179 5.35055 0.056 0.304 -0.238 -0.55
O -3.75791 1.30868 4.23443 -0.071 -0.168 0.078 0.15
O -4.69631 1.74729 6.24024 0.254 -0.460 -0.432 0.09
H -5.91782 2.41401 8.58360 -0.037 -0.112 0.043 0.09
H -5.30027 1.01720 9.48215 -0.012 -0.029 -0.077 0.10
H -4.19118 2.23425 8.81548 0.046 -0.148 -0.028 0.09
H -6.00045 0.43258 7.12745 0.076 -0.061 -0.064 0.16
H -4.21027 -1.07422 7.71973 0.068 -0.047 -0.206 0.14
H -3.00487 0.22949 7.80184 -0.110 0.109 0.034 0.15
C -4.28025 6.19715 2.55152 -0.053 -0.383 -0.302 -0.02
C -2.98539 5.93380 3.28286 -0.845 0.288 -0.215 -0.34
C -2.04795 7.10882 3.31255 0.023 0.404 0.263 -0.09
O -0.77471 6.46985 3.44068 -0.048 -0.381 -0.227 0.07
C -0.89221 5.24218 2.87363 0.177 -0.155 0.129 -0.56
O 0.02420 4.51953 2.63654 -0.177 0.012 0.249 0.14
O -2.19433 4.94894 2.60529 0.519 0.098 0.166 0.07
H -4.89664 5.29621 2.53594 -0.027 0.066 0.127 0.08
H -4.84520 6.99713 3.03153 0.058 -0.034 0.034 0.09
H -4.09435 6.46952 1.51031 0.103 0.122 0.087 0.09
H -3.19261 5.56176 4.29123 0.111 0.032 0.002 0.16
H -2.23541 7.77432 4.15382 0.217 -0.074 0.029 0.14
H -2.05137 7.69148 2.38721 -0.122 -0.104 -0.025 0.14
C 5.31490 -0.71263 -3.81045 0.089 0.455 -0.081 -0.02
C 5.68256 -1.78527 -4.80546 -0.322 0.619 0.562 -0.34
C 6.05027 -3.09677 -4.17604 -0.267 -0.565 0.071 -0.11
O 6.91292 -3.67167 -5.15722 0.117 0.338 -0.081 0.07
C 7.48933 -2.63335 -5.82882 0.335 0.028 -0.271 -0.54
O 8.39752 -2.74206 -6.58366 -0.134 -0.002 0.120 0.18
O 6.88195 -1.45292 -5.51191 0.079 -0.545 -0.097 0.09
H 5.09171 0.22388 -4.32574 -0.065 -0.059 0.003 0.09
H 4.44104 -1.00599 -3.22562 0.015 -0.075 -0.064 0.07
H 6.14432 -0.50555 -3.12995 0.021 -0.162 -0.021 0.09
H 4.88111 -1.90615 -5.54161 0.036 -0.118 0.019 0.16
H 5.18307 -3.73177 -4.00146 0.124 -0.098 -0.105 0.12
H 6.61170 -2.98978 -3.24211 -0.043 0.195 -0.014 0.14
C 8.20387 -5.47166 1.18463 0.216 -0.349 0.149 -0.02
C 7.75026 -5.82048 -0.21314 0.329 0.387 0.756 -0.34
C 6.31353 -5.47512 -0.49622 -0.198 0.351 -0.200 -0.11
O 5.97621 -6.41445 -1.51987 0.088 -0.095 0.125 0.04
C 6.77832 -7.50437 -1.33072 0.179 -0.538 -0.117 -0.55
O 6.63575 -8.54389 -1.88326 -0.094 0.186 0.050 0.18
O 7.75573 -7.23664 -0.42344 -0.449 0.104 -0.427 0.10
H 9.23943 -5.77993 1.33457 -0.015 0.109 -0.047 0.09
H 8.13064 -4.39776 1.36347 0.001 -0.023 -0.078 0.09
H 7.60807 -5.99763 1.93338 -0.098 0.060 -0.094 0.09
H 8.42251 -5.36891 -0.94973 -0.114 -0.006 -0.064 0.16
H 6.19021 -4.45206 -0.85194 -0.067 -0.111 -0.156 0.13
H 5.64984 -5.63979 0.35794 0.164 -0.011 0.092 0.14
C 6.08202 3.07641 0.92025 0.161 0.429 0.014 -0.02
C 4.76342 3.16264 0.18920 0.698 -0.245 0.577 -0.34
C 4.58371 2.11922 -0.87966 -0.152 -0.426 0.045 -0.10
O 3.67344 2.76538 -1.77405 0.017 0.208 0.043 0.05
C 3.87570 4.10330 -1.64011 0.059 0.313 -0.090 -0.55
O 3.41617 4.92411 -2.36793 -0.009 -0.091 0.070 0.16
O 4.66521 4.37477 -0.56905 -0.439 -0.196 -0.432 0.10
H 6.16188 3.88024 1.65342 -0.053 -0.101 0.041 0.09
H 6.18041 2.12129 1.43827 -0.080 0.021 -0.024 0.09
H 6.92103 3.19489 0.23167 -0.089 -0.104 -0.063 0.09
H 3.93531 3.14751 0.90534 -0.050 -0.036 -0.100 0.16
H 4.15946 1.19297 -0.49344 -0.148 0.061 -0.162 0.14
H 5.50250 1.89081 -1.42703 0.060 0.103 0.122 0.14
```
Positions in Å, forces in eV/Å.

Summary:
LUMO level, eV: -4.37
E_HOMO, eV: -12.2
DFT total energy, Eh: -4278.6443
Orbital gap, eV: 7.813
Net charge: +1